No. 1
C3H5NOS | the ωB97M-V functional and the def2-TZVPD basis

```
11
Properties=species:S:1:pos:R:3
C -0.9302 0.4480 0.3776
C -0.6902 -0.9985 0.1152
C 0.3214 0.7099 -0.2494
N 0.5447 -0.5864 -0.6825
O 2.9172 0.3016 -0.2565
S 1.7084 0.0006 0.4679
H -1.8680 0.6799 -0.0949
H -0.9876 0.7057 1.3953
H -0.3245 -1.6477 0.9760
H -1.4432 -1.4903 -0.5089
H 0.7519 1.8774 -1.5399
```

Values from the calculation:
Molar mass in g/mol: 103.1
Energy relative to the best compared isomer or geometry (same formula, charge and spin) in kcal per mole: 151.9
HOMO in eV: -9.322
E in hartree: -645.26968


No. 2
C4H8N2O | the ωB97M-V functional and the def2-TZVPD basis

```
15
Properties=species:S:1:pos:R:3
C 1.5972 0.0467 0.5987
C 0.6223 -0.2954 -0.5381
O 0.1462 -1.5600 -0.5333
C -1.4915 -1.1949 0.3331
N -2.2077 -2.0865 0.7565
C -0.5451 0.6470 -0.6505
N -0.4870 1.9184 -0.2589
H 1.0949 -0.0620 1.5671
H 2.0319 1.0561 0.5263
H 2.4279 -0.6643 0.5676
H 1.1108 0.0245 -1.4999
H -2.1394 -3.1030 0.7701
H -1.1806 0.4578 -1.5096
H -1.0964 2.6294 -0.6346
H 0.1164 2.1862 0.5056
```

Values from the calculation:
Molar mass in g/mol: 100.1
Energy relative to the best compared isomer or geometry (same formula, charge and spin) in kcal per mole: 108.8
HOMO in eV: -8.031
E in hartree: -341.83028


No. 3
C3H8N4S | the ωB97M-V functional and the def2-TZVPD basis

```
16
Properties=species:S:1:pos:R:3
C 2.3411 -0.6087 1.2790
C 1.5896 0.1464 0.2231
C -0.5600 0.5720 -0.8578
H 1.9783 -0.3003 2.2700
H 3.4193 -0.2862 1.1882
H 2.1251 -1.6259 1.1872
H 3.0186 1.2634 -0.3066
H -1.7474 -0.2104 1.3541
H 0.0930 1.2833 -1.4798
H -3.3147 0.4734 -2.0335
H -2.0134 0.8902 -2.9159
N 2.0681 1.0726 -0.5566
N 0.2402 -0.1088 0.0811
N -1.7983 0.3515 -0.8800
N -2.4885 0.9974 -2.0001
S -0.6208 -1.1459 1.2725
```

Values from the calculation:
Molar mass in g/mol: 132.2
Energy relative to the best compared isomer or geometry (same formula, charge and spin) in kcal per mole: 49.6
HOMO in eV: -8.283
E in hartree: -736.23909


No. 4
C8H19NO2S2 | the ωB97M-V functional and the def2-TZVPD basis

```
32
Properties=species:S:1:pos:R:3
C 22.7357 16.8682 -35.1507
C 23.2743 18.3589 -35.2787
C 22.2670 19.3999 -35.8700
C 22.6604 20.6922 -36.3569
N 23.0753 21.7269 -36.7477
H 21.9204 17.0533 -34.4514
H 23.3655 16.1522 -34.6229
H 22.2827 16.4540 -36.0514
H 24.0924 18.3100 -35.9973
H 23.6284 18.7057 -34.3078
H 21.6418 19.5443 -34.9888
H 21.6430 19.0475 -36.6912
C 25.4169 12.8624 -33.9416
S 24.2157 14.2214 -34.0492
O 24.2543 14.9496 -32.7520
C 25.0741 15.2778 -35.3071
H 26.4154 13.2996 -33.9411
H 25.2243 12.3514 -34.8850
H 25.3226 12.2943 -33.0162
H 24.4166 16.0010 -35.7895
H 25.6208 14.6964 -36.0495
H 25.8200 15.8750 -34.7827
C 28.0154 14.7961 -33.8883
S 28.4257 13.2557 -32.8950
O 27.1229 13.1039 -32.0490
C 28.2556 11.9571 -34.2012
H 26.9621 15.0620 -33.9772
H 28.5064 14.8559 -34.8597
H 28.5337 15.6813 -33.5197
H 28.8248 12.2174 -35.0936
H 27.3083 11.7117 -34.6813
H 28.9054 11.1725 -33.8137
```

Values from the calculation:
Molar mass in g/mol: 225.4
HOMO in eV: -8.796
E in hartree: -1317.62175


No. 5
C19H20N4O5S2 | the ωB97M-V functional and the def2-TZVPD basis

```
50
Properties=species:S:1:pos:R:3
C -4.7840 -1.3704 2.3263
H -4.2613 -2.3286 2.3509
H -5.7618 -1.4508 2.7938
H -4.1817 -0.6144 2.8337
O -5.0152 -0.9645 0.9824
C -4.0015 -1.0806 0.1397
O -2.9393 -1.5831 0.4049
C -4.3732 -0.5042 -1.2130
H -5.1569 0.2419 -1.0973
H -4.6927 -1.2939 -1.8929
S -2.8949 0.2521 -1.9580
C -2.3773 1.0921 -0.5251
N -3.1610 1.5545 0.4111
N -2.3766 2.0452 1.3821
C -1.1324 1.8960 1.0254
N -1.0680 1.2772 -0.1964
C 0.0642 0.8010 -0.8903
C 0.2048 -0.5710 -1.0478
C 1.3269 -1.0765 -1.6892
C 2.2892 -0.1835 -2.1595
C 2.1408 1.1788 -2.0040
C 1.0191 1.7033 -1.3676
O 0.7620 3.0214 -1.1677
C 1.8004 3.9434 -1.4211
H 1.4088 4.9122 -1.1155
H 2.0558 3.9761 -2.4844
H 2.6838 3.6968 -0.8263
H 2.9125 1.8339 -2.3715
H 3.1630 -0.5838 -2.6480
O 1.5783 -2.3994 -1.8845
C 0.6137 -3.3272 -1.4465
H 0.9979 -4.3059 -1.7291
H -0.3526 -3.1609 -1.9318
H 0.4837 -3.2881 -0.3606
H -0.5697 -1.2097 -0.6527
C 0.0620 2.2327 1.8436
N 0.9340 1.0822 1.9483
C 2.1795 1.0738 1.4073
O 2.7435 2.0888 1.0374
C 2.8014 -0.2472 1.2805
C 2.3368 -1.5071 1.5558
C 3.2454 -2.5135 1.1844
C 4.3805 -2.0072 0.6287
S 4.3677 -0.2986 0.5510
H 5.2277 -2.5492 0.2583
H 3.0626 -3.5646 1.3194
H 1.3838 -1.7205 2.0084
H 0.5013 0.2095 2.2040
H 0.6463 3.0301 1.3734
H -0.2776 2.5617 2.8300
```

Values from the calculation:
Molar mass in g/mol: 448.5
Energy relative to the best compared isomer or geometry (same formula, charge and spin) in kcal per mole: 7.2
HOMO in eV: -8.053
E in hartree: -2127.62724


No. 6
C4H8O3 | the ωB97M-V functional and the def2-TZVPD basis

```
15
Properties=species:S:1:pos:R:3
C -0.9722 0.7741 -1.1344
C -0.6651 -0.5081 -0.3879
O -0.0603 -1.4290 -1.2582
C 0.3634 -0.3682 0.7517
O 0.7537 -1.5290 1.2806
C 1.5013 0.6314 0.5585
O 1.6207 1.6507 1.1889
H -1.7064 0.5775 -1.9205
H -1.3818 1.5320 -0.4564
H -0.0674 1.1723 -1.6073
H -1.5799 -0.9289 0.0611
H 0.2782 -2.1335 -0.6742
H -0.3447 0.3576 1.6796
H -0.0100 -0.4730 1.9653
H 2.2445 0.2786 -0.1829
```

Values from the calculation:
Molar mass in g/mol: 104.1
Energy relative to the best compared isomer or geometry (same formula, charge and spin) in kcal per mole: 124.5
HOMO in eV: -9.593
E in hartree: -382.76646


No. 7
C21H24FN3O2 | the ωB97M-V functional and the def2-TZVPD basis

```
51
Properties=species:S:1:pos:R:3
C -3.3513 -1.9292 -1.2119
C -2.8407 -0.7584 -1.9933
C -3.6799 0.3113 -2.2855
C -3.2019 1.3982 -2.9984
C -1.8765 1.3745 -3.3997
N -1.0667 0.3679 -3.1319
C -1.5198 -0.6793 -2.4550
C -0.4975 -1.7459 -2.1714
H -0.1293 -2.1560 -3.1127
C 0.6928 -1.1463 -1.4036
N 0.2405 -0.2997 -0.3173
C -0.3620 -0.8080 0.7710
O -0.3840 -1.9978 1.0229
C -1.0281 0.2030 1.7128
C -1.7491 1.3482 0.9871
C -0.9689 2.6675 1.0651
C 0.5383 2.4955 1.0800
O 1.2918 3.1407 0.3764
N 0.9664 1.5968 1.9944
C 0.0155 0.7655 2.6888
H -0.4965 1.3416 3.4724
H 0.5506 -0.0603 3.1601
C 2.3855 1.4311 2.2577
C 2.9342 0.1730 1.6391
C 3.2839 0.1757 0.2952
C 3.7611 -0.9881 -0.2740
C 3.8944 -2.1611 0.4470
C 3.5396 -2.1548 1.7835
C 3.0665 -0.9964 2.3761
H 2.8093 -1.0038 3.4254
H 3.6323 -3.0583 2.3659
H 4.2668 -3.0504 -0.0360
F 4.1028 -0.9833 -1.5804
H 3.1867 1.0722 -0.2971
H 2.8787 2.3051 1.8245
H 2.5384 1.4261 3.3415
H -1.2312 3.3220 0.2334
H -1.2249 3.1886 1.9920
H -2.7329 1.5014 1.4348
H -1.9198 1.0789 -0.0568
H -1.7427 -0.3834 2.2984
H 0.1963 0.6876 -0.5083
H 1.3002 -0.5367 -2.0700
H 1.2925 -1.9576 -0.9852
H -0.9314 -2.5493 -1.5816
H -1.4366 2.1930 -3.9539
H -3.8391 2.2371 -3.2312
H -4.7073 0.2924 -1.9478
H -3.3275 -2.8335 -1.8190
H -4.3778 -1.7544 -0.8974
H -2.7419 -2.1028 -0.3259
```

Values from the calculation:
Molar mass in g/mol: 369.4
Energy relative to the best compared isomer or geometry (same formula, charge and spin) in kcal per mole: 5.9
HOMO in eV: -9.217
E in hartree: -1229.30490


No. 8
C50H55MoN2P2Si3 | the ωB97M-V functional and the def2-TZVPD basis

```
113
Properties=species:S:1:pos:R:3
Mo 0.2689 0.3747 -0.0715
C 2.4236 0.1921 4.1939
Si 2.5487 -0.4680 2.4817
C 3.7481 0.5615 1.5424
C 3.2495 -2.1657 2.5811
N 0.9581 -0.4223 1.6739
P -0.5693 -0.8315 2.2202
C -1.5565 -0.1977 0.9642
P -1.8943 -1.0609 -0.4767
N -0.6906 -0.4853 -1.5355
Si -0.6175 -0.6657 -3.3470
C -1.0895 0.9021 -4.1593
C -1.7614 -1.9566 -3.9813
C 1.1373 -1.0632 -3.7261
C -3.4562 -0.5728 -1.2375
C -3.5525 0.7221 -1.7583
C -4.7367 1.1604 -2.3326
C -5.8319 0.3070 -2.4020
C -5.7377 -0.9859 -1.9057
C -4.5553 -1.4278 -1.3316
C -1.8190 -2.8506 -0.3786
C -0.7052 -3.5348 -0.8676
C -0.6211 -4.9151 -0.7390
C -1.6379 -5.6170 -0.1003
C -2.7244 -4.9375 0.4383
C -2.8113 -3.5578 0.3076
C -0.8895 0.0411 3.7622
C -1.2324 1.3917 3.6824
C -1.4016 2.1445 4.8357
C -1.2375 1.5453 6.0824
C -0.9017 0.1990 6.1710
C -0.7253 -0.5521 5.0150
C -0.7965 -2.5645 2.6053
C 0.0580 -3.5400 2.1057
C -0.1615 -4.8796 2.4059
C -1.2418 -5.2482 3.1980
C -2.1243 -4.2814 3.6728
C -1.9072 -2.9432 3.3745
H 3.4514 0.3978 4.5293
H 1.9841 -0.5324 4.8861
H 1.8435 1.1226 4.2619
H 4.6568 0.6670 2.1604
H 3.3642 1.5667 1.3431
H 4.0464 0.0921 0.5930
H 4.2706 -2.0623 2.9830
H 3.3271 -2.6572 1.6025
H 2.6891 -2.8144 3.2613
H -2.1768 1.0394 -4.1680
H -0.7422 0.8571 -5.2052
H -0.6319 1.7756 -3.6875
H -2.8045 -1.6386 -3.8621
H -1.6431 -2.9460 -3.5416
H -1.5620 -2.0413 -5.0629
H 1.8070 -0.3219 -3.2723
H 1.2900 -1.0172 -4.8168
H 1.4384 -2.0644 -3.3874
H -2.7048 1.3953 -1.7361
H -4.7970 2.1679 -2.7307
H -6.7587 0.6464 -2.8542
H -6.5847 -1.6588 -1.9745
H -4.4937 -2.4504 -0.9847
H 0.0989 -2.9973 -1.3473
H 0.2408 -5.4417 -1.1350
H -1.5746 -6.6954 -0.0032
H -3.5011 -5.4799 0.9707
H -3.6385 -3.0316 0.7725
H -1.3908 1.8562 2.7217
H -1.6712 3.1938 4.7554
H -1.3738 2.1282 6.9879
H -0.7748 -0.2690 7.1421
H -0.4468 -1.5968 5.0995
H 0.8840 -3.2562 1.4720
H 0.5101 -5.6362 2.0150
H -1.4020 -6.2938 3.4415
H -2.9786 -4.5711 4.2774
H -2.6011 -2.1917 3.7369
C 1.7659 1.3118 -0.6312
H 1.9821 0.2649 -1.0792
H 2.5397 2.0704 -0.7226
C 2.8841 5.2186 2.2359
C 2.2571 5.7533 1.1164
C 1.2706 5.0282 0.4481
C 0.8879 3.7533 0.8889
C 1.5438 3.2320 2.0167
C 2.5274 3.9538 2.6867
Si -0.5175 2.8274 0.0377
C -0.7104 3.5492 -1.6688
C 0.3027 3.4960 -2.6368
C 0.1799 4.1698 -3.8441
C -0.9729 4.9015 -4.1182
C -1.9930 4.9570 -3.1777
C -1.8607 4.2898 -1.9621
C -2.0721 3.3195 0.9831
C -2.0812 4.6408 1.4565
C -3.1814 5.1635 2.1312
C -4.3013 4.3700 2.3606
C -4.3106 3.0553 1.9094
C -3.2096 2.5401 1.2297
H 3.6490 5.7860 2.7554
H 2.5370 6.7373 0.7587
H 0.7999 5.4629 -0.4323
H 1.2831 2.2503 2.3918
H 3.0189 3.5276 3.5571
H 1.2023 2.9224 -2.4523
H 0.9791 4.1209 -4.5755
H -1.0729 5.4281 -5.0620
H -2.8927 5.5260 -3.3840
H -2.6648 4.3517 -1.2330
H -1.2158 5.2831 1.3046
H -3.1583 6.1921 2.4794
H -5.1559 4.7727 2.8935
H -5.1735 2.4212 2.0926
H -3.2325 1.5057 0.9276
```

Values from the calculation:
Net charge: +1
Molar mass in g/mol: 926.1
HOMO in eV: -10.568
E in hartree: -3667.11150


So what do the calculations give for gap between HOMO and LUMO? Going down the list: 9.4 8.7 8.9 9.2 8.4 9.9 9.9 7.5 eV.